(1)
The following is a DFT calculation (ωB97M-V with the def2-TZVPD basis set) of a cluster of 2 separate species, C2H3ClF3NOS in total at a distorted geometry.

Output
Energy (eV): -37169.29201
Total charge: 0
Kohn-Sham gap (eV): 11.59

Cartesian coordinates (Å):
C (1.239, 0.981, 0.938)
C (1.077, 0.778, -0.527)
N (-0.011, 0.437, -1.028)
O (-2.969, -2.084, 0.793)
F (2.175, 1.112, -1.218)
F (-2.312, -1.133, -1.382)
F (-0.602, -2.057, 0.023)
S (-2.031, -1.171, 0.225)
Cl (0.049, 0.176, 1.938)
H (1.099, 1.995, 1.334)
H (2.336, 0.655, 0.914)
H (-0.050, 0.311, -2.010)

---

(2)
The following is a DFT calculation (ωB97M-V with the def2-TZVPD basis set) of a structure of composition C9H17Cl2NOY at a distorted geometry.

Output
Energy (eV): -39233.31649
Total charge: -1
Kohn-Sham gap (spin up / spin down) (eV): 5.20 / 5.19

Cartesian coordinates (Å):
Y (1.654, -0.280, 0.083)
Cl (2.252, -2.811, -0.428)
Cl (2.537, 1.305, 2.081)
C (3.551, 0.146, -0.313)
H (3.646, 1.167, -0.712)
H (3.684, -0.464, -1.255)
C (-0.200, 1.227, -0.973)
C (0.686, 0.543, -1.617)
H (-0.025, 2.018, -0.207)
C (0.489, -0.850, -2.209)
H (2.110, 0.773, -1.716)
C (-0.757, -0.708, -3.064)
H (1.384, -1.153, -2.762)
H (0.295, -1.739, -1.560)
C (-1.944, -0.222, -2.224)
H (-0.537, 0.009, -3.851)
H (-1.016, -1.646, -3.561)
C (-1.639, 0.981, -1.281)
H (-2.793, 0.011, -2.892)
H (-2.300, -1.061, -1.603)
H (-2.196, 1.804, -1.663)
H (-2.154, 0.760, -0.358)
C (-1.339, -0.745, 4.060)
C (-0.579, -0.043, 2.947)
N (-0.207, 1.225, 3.232)
O (-0.343, -0.609, 1.846)
H (-2.138, -0.092, 4.433)
H (-0.653, -0.958, 4.894)
H (-1.750, -1.689, 3.688)
H (0.707, 1.569, 2.828)
H (-0.426, 1.531, 4.156)

---

(3)
The following is a DFT calculation (ωB97M-V with the def2-TZVPD basis set) of an isolated molecule of C16H20N2O at a distorted geometry.

Output
Energy (eV): -21942.98180
Total charge: 0
Kohn-Sham gap (eV): 8.98

Cartesian coordinates (Å):
N (5.829, -0.771, -1.343)
C (4.976, -1.509, -1.667)
C (3.933, -2.499, -2.034)
C (2.587, -1.786, -2.353)
C (1.860, -1.171, -1.184)
N (0.698, -0.400, -1.726)
C (-0.678, -1.017, -1.612)
C (-1.261, -0.801, -0.232)
C (-1.355, 0.727, 0.122)
C (-2.387, 1.383, -0.841)
O (-2.318, 2.562, -1.223)
C (-1.800, 0.932, 1.563)
C (-1.800, 2.237, 2.136)
C (-2.110, 2.487, 3.469)
C (-2.477, 1.419, 4.275)
C (-2.517, 0.107, 3.784)
C (-2.225, -0.118, 2.419)
C (0.080, 1.324, -0.060)
C (0.718, 1.013, -1.461)
H (4.241, -3.044, -2.921)
H (3.803, -3.205, -1.212)
H (2.748, -0.995, -3.109)
H (1.958, -2.562, -2.802)
H (2.479, -0.440, -0.590)
H (1.535, -2.004, -0.498)
H (-1.322, -0.535, -2.354)
H (-0.691, -2.096, -1.848)
H (-2.245, -1.307, -0.105)
H (-0.551, -1.267, 0.461)
H (-3.103, 0.716, -1.347)
H (-1.421, 3.074, 1.578)
H (-2.041, 3.488, 3.880)
H (-2.730, 1.637, 5.289)
H (-2.869, -0.710, 4.396)
H (-2.335, -1.160, 2.059)
H (0.731, 0.964, 0.693)
H (0.072, 2.401, 0.112)
H (1.767, 1.385, -1.431)
H (0.222, 1.540, -2.284)

---

(4)
The following is a DFT calculation (ωB97M-V with the def2-TZVPD basis set) of a structure of composition C48H127F12MgN13O22S4 at a distorted geometry.

Output
Energy (eV): -197641.70743
Total charge: 0
Kohn-Sham gap (eV): 8.32

Cartesian coordinates (Å):
Mg (0.994, -2.018, 2.856)
C (1.243, -0.603, 6.639)
F (1.095, -0.722, 7.930)
F (0.205, 0.050, 6.154)
F (2.360, 0.029, 6.355)
S (1.347, -2.351, 5.924)
O (2.648, -2.507, 5.376)
O (0.978, -3.256, 6.954)
N (0.335, -2.344, 4.583)
S (-1.218, -2.601, 4.997)
O (-1.603, -2.098, 6.272)
O (-2.050, -2.214, 3.892)
C (-1.460, -4.474, 5.073)
F (-0.362, -5.104, 5.471)
F (-2.441, -4.764, 5.900)
F (-1.719, -4.894, 3.822)
C (-0.097, 1.897, 1.362)
F (-0.851, 2.398, 0.420)
F (1.100, 1.598, 0.838)
F (0.139, 2.786, 2.302)
S (-0.897, 0.317, 2.090)
O (-0.654, 0.376, 3.498)
O (-2.244, 0.256, 1.664)
N (0.058, -0.962, 1.534)
S (-0.528, -1.263, 0.051)
O (-1.471, -2.340, 0.066)
O (-0.805, -0.107, -0.721)
C (0.954, -1.965, -0.841)
F (2.038, -1.340, -0.440)
F (1.074, -3.273, -0.624)
F (0.798, -1.774, -2.147)
O (2.154, -0.315, 3.444)
H (3.091, -0.070, 3.451)
H (1.669, 0.478, 3.733)
O (0.187, -3.770, 2.037)
H (-0.736, -4.085, 2.039)
H (0.681, -4.465, 1.580)
O (-4.119, 3.795, 1.052)
H (-4.589, 3.694, 0.217)
H (-3.360, 3.204, 0.970)
C (3.331, 4.321, 1.084)
C (4.191, 3.734, 2.191)
C (5.680, 3.947, 1.938)
O (6.408, 3.158, 2.858)
C (7.784, 3.494, 2.903)
N (3.784, 4.231, 3.485)
H (3.415, 5.398, 0.932)
H (2.294, 4.145, 1.391)
H (3.451, 3.790, 0.138)
H (4.104, 2.639, 2.124)
H (5.958, 5.012, 1.982)
H (5.957, 3.590, 0.929)
H (8.301, 3.214, 1.970)
H (8.189, 2.881, 3.703)
H (7.929, 4.572, 3.020)
H (3.440, 5.187, 3.417)
H (4.581, 4.329, 4.111)
C (-8.540, 2.105, 3.207)
C (-7.497, 1.419, 2.334)
C (-6.607, 0.557, 3.202)
O (-5.711, -0.135, 2.408)
C (-4.651, -0.740, 3.112)
N (-8.203, 0.566, 1.350)
H (-8.027, 2.602, 4.041)
H (-9.260, 1.383, 3.595)
H (-9.046, 2.942, 2.727)
H (-6.902, 2.164, 1.799)
H (-7.264, -0.153, 3.745)
H (-6.178, 1.163, 4.019)
H (-4.950, -1.136, 4.086)
H (-3.805, -0.054, 3.174)
H (-4.314, -1.592, 2.518)
H (-7.623, -0.207, 1.043)
H (-8.983, 0.162, 1.862)
C (5.793, 0.876, -0.978)
C (7.155, 0.201, -1.053)
C (8.017, 0.738, 0.059)
O (9.184, -0.050, 0.176)
C (10.147, 0.557, 1.009)
N (6.956, -1.256, -0.816)
H (5.335, 0.717, 0.001)
H (5.098, 0.410, -1.679)
H (5.838, 1.935, -1.249)
H (7.620, 0.413, -2.026)
H (7.521, 0.728, 1.039)
H (8.314, 1.755, -0.243)
H (9.758, 0.599, 2.034)
H (10.430, 1.541, 0.619)
H (11.027, -0.083, 1.007)
H (6.558, -1.679, -1.644)
H (7.871, -1.658, -0.622)
C (2.587, 2.023, -2.586)
C (2.547, 3.231, -3.503)
C (3.907, 3.748, -3.805)
O (4.601, 2.806, -4.583)
C (5.877, 3.244, -4.902)
N (1.817, 2.869, -4.746)
H (3.131, 1.196, -3.048)
H (1.653, 1.625, -2.199)
H (3.158, 2.254, -1.665)
H (1.971, 4.006, -2.987)
H (4.397, 3.874, -2.822)
H (3.897, 4.715, -4.317)
H (6.306, 2.592, -5.663)
H (6.552, 3.153, -4.032)
H (5.950, 4.280, -5.254)
H (0.970, 2.321, -4.502)
H (2.424, 2.302, -5.327)
C (-0.638, -4.460, -4.166)
C (0.486, -5.329, -4.714)
C (1.258, -6.119, -3.668)
O (1.871, -5.347, -2.646)
C (2.819, -4.398, -3.153)
N (-0.064, -6.358, -5.642)
H (-1.511, -5.064, -3.917)
H (-0.914, -3.744, -4.946)
H (-0.299, -3.894, -3.294)
H (1.206, -4.689, -5.243)
H (2.016, -6.718, -4.200)
H (0.562, -6.791, -3.163)
H (3.379, -3.961, -2.324)
H (2.220, -3.607, -3.620)
H (3.577, -4.803, -3.836)
H (0.778, -6.820, -6.010)
H (-0.406, -5.912, -6.495)
C (3.844, -5.082, 0.243)
C (4.320, -5.895, 1.435)
C (5.730, -5.630, 1.876)
O (6.643, -5.776, 0.835)
C (6.913, -7.119, 0.473)
N (3.400, -5.583, 2.580)
H (3.938, -4.036, 0.540)
H (2.824, -5.374, 0.001)
H (4.510, -5.264, -0.601)
H (4.114, -6.963, 1.260)
H (5.994, -6.304, 2.705)
H (5.757, -4.602, 2.242)
H (7.214, -7.116, -0.572)
H (6.032, -7.764, 0.544)
H (7.700, -7.502, 1.130)
H (3.682, -6.115, 3.402)
H (2.452, -5.901, 2.403)
C (-8.983, -1.765, -1.057)
C (-7.495, -1.947, -1.172)
C (-6.645, -0.757, -0.817)
O (-5.289, -1.084, -0.892)
C (-4.468, -0.022, -0.506)
N (-7.086, -3.162, -0.385)
H (-9.377, -0.925, -1.626)
H (-9.312, -1.722, -0.014)
H (-9.485, -2.664, -1.431)
H (-7.260, -2.278, -2.200)
H (-6.947, -0.376, 0.170)
H (-6.905, 0.042, -1.536)
H (-3.492, -0.428, -0.236)
H (-4.774, 0.464, 0.429)
H (-4.233, 0.712, -1.291)
H (-6.181, -3.438, -0.753)
H (-7.729, -3.908, -0.638)
C (-1.761, 6.820, 5.053)
C (-0.986, 5.513, 5.226)
C (-1.630, 4.372, 4.472)
O (-2.911, 4.108, 4.926)
C (-3.567, 3.034, 4.321)
N (0.395, 5.667, 4.731)
H (-2.629, 6.926, 5.701)
H (-1.928, 7.087, 4.011)
H (-1.126, 7.618, 5.482)
H (-1.077, 5.287, 6.302)
H (-0.978, 3.489, 4.568)
H (-1.733, 4.678, 3.418)
H (-3.324, 2.085, 4.816)
H (-3.407, 2.957, 3.240)
H (-4.642, 3.198, 4.418)
H (0.981, 5.020, 5.261)
H (0.704, 6.576, 5.076)
C (-2.872, -7.190, -0.693)
C (-2.370, -5.764, -0.745)
C (-3.256, -4.872, -1.616)
O (-3.651, -5.529, -2.772)
C (-4.453, -4.758, -3.605)
N (-2.203, -5.227, 0.577)
H (-2.466, -7.710, 0.185)
H (-2.576, -7.829, -1.517)
H (-3.953, -7.168, -0.524)
H (-1.436, -5.815, -1.323)
H (-2.665, -3.956, -1.828)
H (-4.102, -4.421, -1.065)
H (-5.435, -4.534, -3.157)
H (-4.599, -5.206, -4.584)
H (-4.004, -3.762, -3.778)
H (-3.053, -5.431, 1.098)
H (-2.069, -4.226, 0.585)
C (-3.982, 2.818, -4.848)
C (-2.802, 2.187, -4.177)
C (-1.543, 2.230, -5.005)
O (-0.535, 1.300, -4.657)
C (-0.912, -0.042, -4.830)
N (-2.597, 2.807, -2.833)
H (-4.349, 2.264, -5.711)
H (-3.700, 3.840, -5.128)
H (-4.844, 2.930, -4.184)
H (-3.025, 1.128, -3.971)
H (-1.085, 3.211, -4.856)
H (-1.792, 2.099, -6.066)
H (-1.737, -0.285, -4.162)
H (-0.054, -0.648, -4.543)
H (-1.106, -0.321, -5.873)
H (-3.467, 2.614, -2.332)
H (-1.915, 2.248, -2.309)
C (0.055, 4.886, -1.281)
C (-0.961, 5.885, -1.775)
C (-0.948, 6.156, -3.288)
O (-2.035, 6.998, -3.594)
C (-2.142, 7.315, -4.959)
N (-2.312, 5.422, -1.313)
H (-0.101, 4.729, -0.216)
H (1.094, 5.154, -1.477)
H (-0.141, 3.924, -1.774)
H (-0.740, 6.847, -1.291)
H (-1.022, 5.199, -3.834)
H (-0.013, 6.655, -3.591)
H (-1.222, 7.795, -5.327)
H (-2.948, 8.027, -5.119)
H (-2.331, 6.413, -5.558)
H (-2.367, 4.563, -1.899)
H (-2.932, 6.042, -1.843)

---

(5)
The following is a DFT calculation (ωB97M-V with the def2-TZVPD basis set) of a cluster of 5 separate species, C24H31BF12IN2O11 in total at a distorted geometry.

Output
Energy (eV): -92273.71941
Total charge: +1
Kohn-Sham gap (eV): 7.94

Cartesian coordinates (Å):
C (-2.798, -0.866, 5.542)
C (-2.489, -1.998, 5.325)
C (-2.508, -3.390, 4.894)
N (-1.507, -3.819, 3.893)
C (-1.319, -5.082, 3.949)
C (-2.238, -5.685, 5.028)
B (-1.947, -7.173, 5.592)
N (-3.112, -8.010, 5.948)
O (-0.674, -7.694, 5.744)
C (-2.226, -4.467, 6.007)
I (-4.002, -4.261, 7.248)
C (-0.853, -4.280, 6.692)
C (-0.788, -4.575, 8.205)
O (-0.092, -3.890, 8.874)
O (-1.458, -5.604, 8.806)
H (-3.155, 0.106, 5.799)
H (-3.489, -3.696, 4.507)
H (-1.024, -3.210, 3.238)
H (-0.591, -5.541, 3.291)
H (-3.188, -5.816, 4.474)
H (-3.737, -8.008, 5.138)
H (-3.648, -7.480, 6.644)
H (-0.227, -7.326, 6.515)
H (-0.042, -4.854, 6.220)
H (-0.566, -3.228, 6.591)
H (-1.429, -6.417, 8.286)
C (2.101, -2.472, -2.413)
C (2.917, -2.029, -1.218)
O (2.113, -2.043, -0.016)
C (1.966, -3.211, 0.572)
O (2.424, -4.255, 0.213)
C (1.135, -3.042, 1.848)
F (0.044, -2.270, 1.665)
F (1.838, -2.481, 2.829)
F (0.682, -4.227, 2.320)
H (1.200, -1.863, -2.507)
H (2.685, -2.382, -3.327)
H (1.779, -3.509, -2.309)
H (3.245, -1.001, -1.355)
H (3.810, -2.641, -1.091)
C (2.255, 3.310, 2.342)
C (1.007, 3.018, 1.535)
O (1.260, 3.153, 0.126)
C (1.831, 2.115, -0.469)
O (2.148, 1.090, 0.061)
C (1.992, 2.394, -1.966)
F (2.469, 3.623, -2.202)
F (0.816, 2.298, -2.605)
F (2.824, 1.531, -2.550)
H (2.653, 4.293, 2.086)
H (2.034, 3.285, 3.409)
H (3.038, 2.581, 2.134)
H (0.231, 3.743, 1.775)
H (0.607, 2.028, 1.758)
C (0.576, 5.261, -3.488)
C (-0.935, 5.275, -3.575)
O (-1.486, 6.390, -2.853)
C (-1.485, 7.556, -3.493)
O (-1.070, 7.743, -4.597)
C (-2.142, 8.631, -2.620)
F (-1.708, 8.577, -1.353)
F (-3.474, 8.475, -2.593)
F (-1.891, 9.854, -3.075)
H (0.896, 5.279, -2.449)
H (0.976, 4.374, -3.967)
H (1.006, 6.139, -3.973)
H (-1.341, 4.379, -3.107)
H (-1.277, 5.283, -4.610)
C (-0.977, 2.887, -8.795)
C (0.039, 1.765, -8.827)
O (1.228, 2.124, -8.098)
C (1.173, 1.973, -6.783)
O (0.232, 1.573, -6.163)
C (2.521, 2.351, -6.158)
F (3.008, 3.488, -6.663)
F (3.439, 1.398, -6.374)
F (2.420, 2.514, -4.837)
H (-0.533, 3.815, -9.158)
H (-1.838, 2.640, -9.415)
H (-1.325, 3.073, -7.778)
H (0.356, 1.581, -9.852)
H (-0.378, 0.834, -8.444)

---

(6)
The following is a DFT calculation (ωB97M-V with the def2-TZVPD basis set) of the ion C3H9N4 with charge +1 at a distorted geometry.

Output
Energy (eV): -9207.94952
Total charge: +1
Kohn-Sham gap (eV): 10.32

Cartesian coordinates (Å):
C (-1.151, -1.313, -0.067)
N (-1.735, -0.247, 0.234)
C (-1.246, 1.064, 0.161)
N (-0.051, 1.240, -0.554)
C (1.124, 0.966, 0.024)
N (1.155, -0.786, 0.356)
N (0.208, -1.414, -0.487)
H (-1.830, -2.221, -0.036)
H (-1.994, 1.710, -0.249)
H (-1.250, 1.530, 1.162)
H (-0.162, 1.466, -1.577)
H (1.978, 1.140, -0.468)
H (1.134, 1.320, 1.070)
H (2.095, -1.236, 0.055)
H (1.035, -0.998, 1.277)
H (0.689, -2.219, -0.901)

---

What is the formula in the second record? C9H17Cl2NOY

---

Which formula does entry 2 have? C9H17Cl2NOY